No. 1
The following is a quantum chemistry calculation of a structure of composition C31H29F3N5O3Ti, from the OMol25 dataset.

Summary:
- max |F| (eV/Å) = 0.25
- total energy (eV) = -77479.2413
- relative energy (zero: lowest compared OMol25 entry of this formula, charge and spin) (kcal per mole) = 0.6
- orbital gap (eV) = 7.342
- LUMO (hartree) = -0.1386

Geometry as ORCA input:
```
! RIJCOSX wB97M-V def2-TZVPD def2/J DEFGRID3
* xyz 1 1
Ti 0.78 0.75 0.34
C 0.99 -2.96 -3.40
C 0.43 -2.99 -1.97
C -0.96 -2.41 -1.86
C -2.05 -3.27 -1.95
C -3.35 -2.79 -1.84
C -3.56 -1.43 -1.65
C -2.50 -0.54 -1.56
C -2.79 0.94 -1.46
C -2.99 1.57 -2.84
C -1.20 -1.05 -1.66
N -0.08 -0.14 -1.51
C 0.42 0.38 -2.58
C 1.47 1.32 -2.44
C 2.28 2.03 -3.31
C 3.14 2.80 -2.51
C 2.81 2.54 -1.19
N 1.80 1.63 -1.13
H 1.95 -3.47 -3.45
H 1.12 -1.94 -3.76
H 0.31 -3.47 -4.09
H 1.11 -2.45 -1.31
H 0.40 -4.02 -1.62
H -1.88 -4.32 -2.10
H -4.19 -3.47 -1.90
H -4.57 -1.05 -1.57
H -1.99 1.46 -0.94
H -3.70 1.07 -0.87
H -2.09 1.50 -3.45
H -3.25 2.63 -2.75
H -3.80 1.07 -3.38
H 0.03 0.11 -3.56
H 2.24 1.99 -4.39
H 3.90 3.48 -2.85
H 3.22 2.97 -0.29
O -0.50 1.94 0.71
C -1.30 2.22 1.76
C -1.58 3.54 2.09
C -2.39 3.80 3.18
C -2.92 2.76 3.93
C -2.64 1.45 3.60
C -1.83 1.16 2.50
C -1.52 -0.21 2.12
N -0.52 -0.63 1.34
C -0.61 -2.01 1.27
C -1.67 -2.42 2.01
N -2.23 -1.28 2.53
H -1.14 4.33 1.50
H -2.60 4.83 3.45
H -3.54 2.98 4.79
H -3.04 0.66 4.22
H 0.09 -2.60 0.71
H -2.07 -3.40 2.20
H -3.06 -1.24 3.09
F 2.13 3.53 4.57
C 1.90 2.38 3.97
F 0.70 1.91 4.38
F 2.83 1.50 4.34
C 1.86 2.53 2.43
O 1.90 3.59 1.89
O 1.77 1.35 1.84
C 4.36 -2.72 0.68
C 4.13 -2.08 -0.53
C 3.10 -1.16 -0.61
N 2.32 -0.87 0.44
C 2.57 -1.47 1.62
C 3.57 -2.41 1.77
H 5.16 -3.45 0.77
H 4.73 -2.28 -1.40
H 2.90 -0.64 -1.53
H 1.95 -1.17 2.45
H 3.73 -2.86 2.74
*
```

Atomic partial charges in e from the Löwdin method, atoms 1 to 6:
1. Ti 1.194
2. C -0.067
3. C -0.205
4. C -0.194
5. C -0.035
6. C -0.060

No. 2
The following is a quantum chemistry calculation of a structure of composition C18H19IN2TeZr in a non-equilibrium geometry, from the OMol25 dataset.

Summary:
- max |F| (eV/Å) = 3.66
- total energy (eV) = -38614.2095
- relative energy (zero: lowest compared OMol25 entry of this formula, charge and spin) (kcal per mole) = 0.1
- orbital gap (alpha / beta) (eV) = 5.481 / 5.481
- LUMO (alpha / beta) (hartree) = -0.3121 / -0.3121

Geometry as ORCA input:
```
! RIJCOSX wB97M-V def2-TZVPD def2/J DEFGRID3
* xyz 2 1
C 3.64 4.07 0.24
C 4.82 3.17 -0.13
H 3.32 4.67 -0.62
H 3.90 4.76 1.05
H 2.78 3.48 0.57
H 4.52 2.38 -0.82
H 5.62 3.74 -0.62
H 5.25 2.70 0.75
C -2.76 0.88 -1.58
C -3.97 0.82 -2.26
C -4.22 -0.28 -3.08
C -3.25 -1.27 -3.19
H -2.50 1.71 -0.93
H -4.69 1.61 -2.15
H -5.15 -0.37 -3.63
H -3.43 -2.14 -3.82
N -1.82 -0.07 -1.68
C -2.05 -1.15 -2.48
C -0.97 -2.14 -2.53
N 0.13 -1.87 -1.78
C 1.16 -2.75 -1.79
C 0.02 -4.21 -3.30
C 1.14 -3.92 -2.53
H 2.01 -2.48 -1.17
H 1.99 -4.59 -2.49
C -1.04 -3.31 -3.30
H -1.93 -3.51 -3.89
H -0.03 -5.12 -3.90
Zr 0.08 -0.11 -0.70
I -0.13 2.12 0.59
Te 0.29 -1.87 1.63
C -0.02 -0.52 3.23
C -1.14 -0.69 4.05
C -1.34 0.16 5.15
C -0.42 1.17 5.42
C 0.71 1.34 4.60
C 0.91 0.49 3.51
H -1.85 -1.48 3.85
H -2.20 0.02 5.78
H -0.57 1.82 6.27
H 1.42 2.12 4.82
H 1.78 0.61 2.89
*
```

Atomic partial charges in e from the Löwdin method, atoms 1 to 6:
1. C -0.175
2. C -0.168
3. H 0.067
4. H 0.072
5. H -0.007
6. H 0.049

No. 3
The following is a quantum chemistry calculation of a structure of composition C35H24GaN3O4P, from the OMol25 dataset.

Summary:
- max |F| (eV/Å) = 0.48
- total energy (eV) = -111006.2793
- orbital gap (eV) = 6.451
- LUMO (hartree) = -0.1457

Geometry as ORCA input:
```
! RIJCOSX wB97M-V def2-TZVPD def2/J DEFGRID3
* xyz 1 1
Ga 0.03 -0.07 0.24
O -5.23 -1.47 3.76
C -4.35 -2.36 3.67
O -4.15 -3.41 4.28
C -3.31 -2.03 2.57
C -2.02 -2.57 2.67
C -1.06 -2.12 1.80
N -1.39 -1.20 0.89
C -2.64 -0.80 0.65
C -3.64 -1.18 1.51
C -2.72 -0.06 -0.63
C -3.91 0.29 -1.24
C -3.89 0.88 -2.49
C -2.67 1.11 -3.11
C -1.52 0.75 -2.45
N -1.53 0.18 -1.25
C 0.34 -2.59 1.57
C 0.90 -3.65 2.24
C 2.18 -4.08 1.88
C 2.85 -3.42 0.88
C 2.24 -2.34 0.26
N 1.02 -1.94 0.59
H -1.86 -3.33 3.43
H -4.67 -0.84 1.44
H -4.84 0.08 -0.73
H -4.82 1.16 -2.98
H -2.61 1.56 -4.09
H -0.54 0.90 -2.90
H 0.34 -4.15 3.02
H 2.63 -4.92 2.39
H 3.85 -3.72 0.57
H 2.75 -1.76 -0.50
O 0.98 0.27 2.15
C 1.69 1.05 1.48
O 1.80 0.86 0.21
C 1.89 2.42 2.02
C 2.96 2.98 2.69
C 2.83 4.26 3.20
C 1.65 4.97 3.05
C 0.58 4.41 2.37
C 0.68 3.13 1.85
P -0.66 2.36 0.88
C -0.91 3.53 -0.47
C -0.06 3.43 -1.57
C -0.14 4.36 -2.60
C -1.06 5.39 -2.54
C -1.90 5.51 -1.43
C -1.82 4.58 -0.40
C -2.14 2.26 1.90
C -1.97 1.70 3.18
C -3.08 1.34 3.93
C -4.36 1.56 3.43
C -4.53 2.13 2.18
C -3.42 2.47 1.41
H 3.87 2.41 2.82
H 3.67 4.71 3.73
H 1.56 5.97 3.46
H -0.34 4.97 2.25
H 0.70 2.66 -1.61
H 0.54 4.28 -3.45
H -1.12 6.11 -3.34
H -2.60 6.32 -1.37
H -2.47 4.70 0.46
H -0.98 1.50 3.56
H -2.96 0.87 4.90
H -5.21 1.24 4.01
H -5.52 2.30 1.79
H -3.57 2.88 0.42
*
```

Atomic partial charges in e from the Löwdin method, atoms 1 to 6:
1. Ga 0.542
2. O -0.016
3. C -0.673
4. O 0.010
5. C -0.035
6. C 0.103

No. 4
The following is a quantum chemistry calculation of a cluster of 14 separate species, C7H39NO13 in total in a non-equilibrium geometry, from the OMol25 dataset.

Summary:
- max |F| (eV/Å) = 2.31
- total energy (eV) = -35998.8318
- relative energy (zero: lowest compared OMol25 entry of this formula, charge and spin) (kcal per mole) = 76.9
- orbital gap (eV) = 8.480
- LUMO (hartree) = 0.0027

Geometry as ORCA input:
```
! RIJCOSX wB97M-V def2-TZVPD def2/J DEFGRID3
* xyz 0 1
C -0.66 -3.27 2.47
C -1.42 -1.92 2.08
N -2.73 -0.61 -0.26
C -1.32 -0.58 -0.08
C -0.75 -1.18 0.97
C 1.23 1.34 -2.16
C 0.69 0.53 -1.04
C -0.62 0.20 -1.09
H -0.24 -3.15 3.48
H -1.35 -4.11 2.43
H 0.15 -3.45 1.77
H -1.74 -1.33 2.94
H -2.41 -2.27 1.73
H -3.20 -0.79 0.61
H -3.05 0.27 -0.68
H 0.32 -1.32 1.03
H 2.26 1.07 -2.32
H 1.15 2.43 -1.91
H 0.73 1.15 -3.10
H 1.35 0.24 -0.22
H -1.23 0.52 -1.94
H -0.28 1.71 3.89
H -0.24 0.69 2.88
O -0.87 1.35 3.22
H -3.67 2.68 -1.35
H -2.30 2.80 -1.00
O -2.90 2.09 -1.32
H 2.42 1.81 0.15
H 3.58 0.98 0.62
O 3.14 1.84 0.79
H -1.00 2.45 0.96
H -0.65 3.96 1.00
O -0.69 3.20 0.42
H 0.23 -1.57 -4.61
H 1.38 -1.67 -3.60
O 1.18 -1.54 -4.53
H -2.74 1.60 0.77
H -2.16 2.04 2.08
O -2.76 2.35 1.37
H 0.57 -1.86 -1.67
H 1.61 -3.04 -1.61
O 1.52 -2.09 -1.54
H 1.94 2.87 2.61
H 2.23 3.73 1.45
O 2.15 3.79 2.41
H -1.07 -2.54 -3.71
H -1.65 -1.80 -2.54
O -0.80 -2.16 -2.86
H 4.27 -0.54 -1.32
H 2.76 -0.80 -0.86
O 3.64 -0.45 -0.60
H 2.02 -2.49 0.64
H 3.31 -1.72 0.73
O 2.60 -2.07 1.28
H 2.84 0.94 3.36
H 2.15 0.31 2.23
O 1.96 0.62 3.12
H -3.48 0.29 -2.78
H -3.71 -0.91 -1.92
O -3.71 -0.65 -2.87
*
```

Atomic partial charges in e from the Löwdin method, atoms 1 to 6:
1. C -0.061
2. C -0.214
3. N 0.076
4. C -0.335
5. C -0.089
6. C -0.074